[1]
{"formula": "C31H62INO9", "method": "the ωB97M-V functional and the def2-TZVPD basis", "elements": ["C", "C", "C", "I", "C", "C", "C", "C", "C", "C", "N", "C", "O", "C", "C", "C", "O", "C", "C", "O", "C", "O", "H", "H", "H", "H", "H", "H", "H", "H", "H", "H", "H", "H", "H", "H", "H", "H", "H", "H", "H", "H", "H", "H", "C", "C", "C", "O", "H", "H", "H", "H", "H", "H", "H", "H", "C", "C", "C", "O", "H", "H", "H", "H", "H", "H", "H", "H", "C", "C", "C", "O", "H", "H", "H", "H", "H", "H", "H", "H", "C", "C", "C", "O", "H", "H", "H", "H", "H", "H", "H", "H", "C", "C", "C", "O", "H", "H", "H", "H", "H", "H", "H", "H"], "coordinates": [[2.133540, 5.062509, 1.272223], [2.275116, 3.637529, 0.717746], [0.941355, 2.782450, 0.673592], [-0.670407, 3.677919, 1.855528], [0.500036, 2.624056, -0.746338], [0.141712, 1.468104, -1.279521], [0.093325, 0.124221, -0.607590], [-1.395618, -0.352104, -0.565746], [-2.117092, 0.098328, 0.734090], [-3.651468, 0.043870, 0.659380], [-4.205392, 0.454565, -0.641672], [-0.270042, 1.459891, -2.740580], [0.073833, 0.623683, -3.506107], [-1.131479, 2.634225, -3.140211], [-0.802857, 3.772862, -2.597519], [-1.612205, 5.014824, -2.894054], [-2.265477, 5.471579, -1.694593], [-3.418680, 4.835764, -1.429725], [-4.290974, 5.493532, -0.365183], [-3.769706, 3.825816, -1.931883], [0.398344, 3.809534, -1.681640], [1.196742, 4.682064, -1.746604], [2.031580, 5.033503, 2.357995], [1.369287, 5.664533, 0.782609], [3.092098, 5.568646, 1.085724], [2.970537, 3.099115, 1.364524], [2.734187, 3.646012, -0.269876], [1.176499, 1.852003, 1.175358], [0.664409, -0.625874, -1.161130], [0.436393, 0.122714, 0.427527], [-1.964194, -0.047772, -1.448762], [-1.347802, -1.447716, -0.554950], [-1.818236, 1.112258, 1.008772], [-1.824613, -0.616011, 1.531851], [-4.034624, 0.758888, 1.397295], [-4.073235, -0.923889, 0.962857], [-5.139136, 0.822601, -0.507107], [-4.291228, -0.333872, -1.273134], [-1.960621, 2.542099, -3.830977], [-2.369338, 4.825180, -3.657387], [-0.970101, 5.819127, -3.260421], [-3.672175, 5.813698, 0.474884], [-5.016846, 4.748217, -0.048740], [-4.849000, 6.308623, -0.833420], [6.627507, -0.062022, 1.020126], [6.060724, 1.308741, 0.683918], [6.746240, 2.402994, 1.487445], [4.657006, 1.327343, 0.947019], [6.471597, -0.295687, 2.077546], [6.121394, -0.836990, 0.442667], [7.696709, -0.111191, 0.807752], [6.183766, 1.504898, -0.381959], [6.593937, 2.247905, 2.559765], [6.324456, 3.378737, 1.241710], [7.818966, 2.426735, 1.289084], [4.530079, 1.154672, 1.887455], [2.485797, 4.087176, -4.719278], [3.642158, 3.123086, -4.932879], [3.248875, 1.987142, -5.865549], [4.062168, 2.588961, -3.676825], [1.636957, 3.573844, -4.259745], [2.776331, 4.891074, -4.042172], [2.156367, 4.526921, -5.663132], [4.495956, 3.660606, -5.348961], [2.422691, 1.408579, -5.441752], [4.084354, 1.298962, -6.003603], [2.942905, 2.365198, -6.842898], [3.316543, 2.109430, -3.295499], [0.027244, -2.984291, 4.176074], [-0.103476, -3.399940, 2.718927], [1.124996, -4.163258, 2.250991], [-0.289243, -2.240029, 1.904983], [0.887699, -2.322729, 4.313163], [-0.856530, -2.430610, 4.496547], [0.149681, -3.852529, 4.825710], [-0.991242, -4.021147, 2.592633], [2.021304, -3.539627, 2.326059], [1.022758, -4.447192, 1.202963], [1.278129, -5.066404, 2.843100], [0.494793, -1.687829, 2.011430], [2.721320, -7.371888, 0.666625], [1.462233, -8.205777, 0.485686], [1.406022, -8.829185, -0.900660], [0.311594, -7.386618, 0.689351], [2.748194, -6.549266, -0.053872], [2.744402, -6.924894, 1.661547], [3.620383, -7.976456, 0.534883], [1.430745, -8.991552, 1.241941], [1.390857, -8.053925, -1.671943], [0.494396, -9.416390, -1.018899], [2.264951, -9.478711, -1.078200], [0.326313, -6.686915, 0.025986], [-8.433378, -1.693737, 2.962509], [-7.109850, -2.272114, 2.485128], [-6.821568, -3.611246, 3.146583], [-6.053223, -1.356771, 2.771355], [-8.411235, -1.519301, 4.041993], [-8.623724, -0.730843, 2.486387], [-9.263734, -2.364885, 2.736231], [-7.133932, -2.396412, 1.401274], [-6.748280, -3.497547, 4.231946], [-5.866868, -4.010461, 2.801197], [-7.604399, -4.338967, 2.925850], [-6.017263, -1.234970, 3.727201]], "atomic_forces_ev_per_a": [[1.22, -0.08, -0.38], [-0.69, 0.06, 0.85], [1.45, 1.22, -0.47], [0.11, -0.27, -0.20], [-0.42, 0.34, 0.44], [0.21, -1.25, -0.28], [-1.08, -0.20, -0.22], [0.15, -0.45, 0.82], [-0.10, -0.80, -0.37], [-0.44, 0.19, 0.00], [0.08, 0.14, 0.04], [-0.98, 1.63, 1.05], [0.53, -1.62, -1.18], [0.28, -1.55, -0.08], [-0.37, 1.41, 0.17], [0.64, -0.03, 0.06], [0.10, 0.55, -0.37], [-0.68, 0.92, 1.80], [0.59, -0.13, -0.36], [-0.20, -1.49, -1.51], [-1.53, -1.22, 0.42], [1.12, 1.70, 0.00], [-0.39, 0.14, -0.12], [-0.10, -0.17, 0.17], [-0.17, 0.00, 0.01], [-0.06, 0.03, -0.07], [-0.20, 0.00, 0.03], [-0.50, -0.16, -0.21], [0.11, 0.29, -0.09], [0.24, 0.23, -0.16], [0.20, 0.10, 0.06], [-0.23, 0.11, -0.12], [0.06, -0.08, -0.10], [0.06, 0.72, -0.31], [0.03, -0.15, -0.04], [0.41, -0.01, 0.04], [0.06, 0.00, -0.10], [0.03, 0.04, 0.07], [0.12, -0.26, -0.05], [0.13, -0.23, 0.10], [-0.07, 0.09, 0.39], [-0.23, 0.29, -0.10], [0.13, -0.01, 0.06], [0.27, 0.18, 0.25], [-0.04, -0.14, -0.16], [0.17, -0.12, 0.59], [-0.03, 0.20, -0.10], [-0.15, -0.01, -0.24], [0.07, 0.10, 0.03], [0.03, 0.04, -0.05], [-0.01, -0.01, 0.03], [-0.20, 0.02, -0.01], [0.06, -0.11, -0.01], [0.03, -0.02, -0.06], [-0.01, 0.00, 0.03], [0.09, -0.01, -0.04], [0.13, 0.24, 0.01], [-0.61, -0.31, 0.09], [0.16, -0.10, -0.09], [0.28, 0.11, 0.01], [0.00, -0.08, -0.12], [0.01, -0.01, -0.02], [-0.02, -0.03, 0.01], [0.09, -0.05, 0.16], [-0.07, 0.11, 0.00], [0.02, 0.06, -0.02], [-0.02, -0.02, 0.01], [0.03, 0.03, -0.04], [-0.22, 0.02, 0.10], [0.58, 0.20, 0.20], [-0.02, -0.11, -0.15], [-0.13, -0.20, -0.05], [0.07, -0.09, -0.04], [-0.02, -0.06, -0.02], [0.03, 0.02, 0.00], [-0.06, 0.13, -0.12], [-0.03, 0.03, 0.13], [-0.05, -0.05, 0.04], [0.01, 0.00, -0.04], [-0.04, -0.03, -0.01], [0.08, 0.00, 0.22], [0.17, 0.41, -0.55], [-0.10, -0.20, 0.01], [-0.13, -0.15, 0.27], [-0.01, -0.09, -0.09], [0.01, -0.06, 0.01], [0.00, 0.03, -0.02], [-0.16, 0.08, 0.06], [0.11, 0.04, 0.04], [0.03, -0.03, 0.05], [-0.01, 0.02, -0.03], [0.01, -0.06, 0.02], [-0.09, 0.13, -0.17], [-0.12, -0.04, 0.67], [0.13, -0.13, -0.14], [0.07, 0.05, -0.28], [0.02, -0.12, 0.01], [0.00, -0.04, -0.05], [0.00, 0.01, 0.04], [0.14, 0.12, -0.01], [-0.12, 0.04, 0.00], [-0.04, 0.01, -0.05], [0.01, 0.00, 0.04], [-0.01, -0.02, -0.06]], "mulliken_charge": [-1.76, 0.18, -0.89, -0.04, 0.22, 0.45, -0.60, -0.87, 1.19, -1.05, -0.48, 0.06, -0.62, -0.48, 1.13, -1.39, -0.39, 0.79, -1.08, -0.48, 0.66, -0.61, 0.48, 0.36, 0.41, 0.11, 0.34, 0.44, 0.47, -0.14, 0.76, 0.24, -0.67, 0.02, 0.42, 0.27, 0.23, 0.21, 0.39, 0.46, 0.40, 0.28, 0.32, 0.31, -1.33, 0.36, -1.27, -0.44, 0.35, 0.31, 0.39, 0.29, 0.33, 0.29, 0.41, 0.29, -0.75, 0.31, -1.16, -0.54, -0.10, 0.27, 0.45, 0.31, 0.19, 0.33, 0.37, 0.34, -1.43, 0.20, -1.06, -0.38, 0.33, 0.35, 0.42, 0.32, 0.39, 0.19, 0.37, 0.18, -1.13, 0.34, -1.25, -0.54, 0.30, 0.23, 0.42, 0.28, 0.33, 0.31, 0.37, 0.36, -1.36, 0.50, -1.28, -0.48, 0.35, 0.33, 0.38, 0.26, 0.34, 0.31, 0.37, 0.30], "spin_multiplicity": 1, "homo_energy_ev": -8.7, "total_energy_ha": -2247.9346, "orbital_gap_ev": 8.44}

[2]
{"formula": "C31H64NO9P", "method": "the ωB97M-V functional and the def2-TZVPD basis", "elements": ["C", "C", "O", "N", "C", "C", "C", "C", "C", "P", "C", "C", "C", "O", "H", "H", "H", "H", "H", "H", "H", "H", "H", "H", "H", "H", "H", "H", "H", "H", "H", "H", "H", "H", "H", "H", "C", "C", "C", "O", "H", "H", "H", "H", "H", "H", "C", "C", "C", "O", "H", "H", "H", "H", "H", "H", "C", "C", "C", "O", "H", "H", "H", "H", "H", "H", "C", "C", "C", "O", "H", "H", "H", "H", "H", "H", "C", "C", "C", "O", "H", "H", "H", "H", "H", "H", "C", "C", "C", "O", "H", "H", "H", "H", "H", "H", "C", "C", "C", "O", "H", "H", "H", "H", "H", "H"], "coordinates": [[4.637457, -2.055114, -0.007465], [3.982238, -3.347512, 0.634945], [4.566499, -3.831590, 1.643529], [2.752614, -4.004168, 0.209921], [2.993332, -5.287595, -0.499163], [1.813463, -3.101210, -0.509446], [0.319650, -3.558730, -0.128812], [-0.437812, -4.392472, -1.262691], [-1.627277, -5.202765, -0.508595], [-2.757870, -3.937541, 0.429046], [-3.686247, -2.598863, 1.428098], [-3.959590, -1.250205, 0.419564], [-2.577116, -0.432645, -0.012777], [-3.645211, 0.089056, 1.023008], [5.179232, -1.459384, 0.811199], [5.413066, -2.295896, -0.794615], [3.873271, -1.317820, -0.441675], [1.998861, -5.804192, -0.749843], [3.516999, -5.993357, 0.235033], [3.575799, -5.196286, -1.479804], [1.936899, -2.049926, -0.061781], [2.001426, -2.995563, -1.626001], [-0.243028, -2.629786, 0.220620], [0.420412, -4.262400, 0.775074], [-0.882639, -3.653847, -2.014957], [0.208523, -5.136797, -1.821032], [-2.310103, -5.715914, -1.272556], [-1.193816, -5.990638, 0.193880], [-3.860939, -4.854780, 0.455653], [-2.573758, -3.060806, -0.698462], [-1.828489, -4.044372, 1.546468], [-3.105466, -2.193567, 2.315098], [-4.738426, -2.946716, 1.679760], [-4.820168, -1.338696, -0.393099], [-1.590169, -0.717664, 0.445373], [-2.795891, -0.159245, -1.083556], [-3.862389, 3.065541, 0.805634], [-3.690187, 4.311517, -0.020135], [-4.902132, 5.179314, -0.223505], [-2.612626, 4.607847, -0.505817], [-2.909179, 2.538156, 0.868999], [-4.183798, 3.331282, 1.815035], [-4.595034, 2.406923, 0.336598], [-5.267742, 5.537037, 0.741145], [-5.681761, 4.614880, -0.739377], [-4.630565, 6.041146, -0.837107], [-0.741214, 4.938754, 3.789191], [0.242357, 4.424408, 2.771849], [-0.010911, 4.772070, 1.330617], [1.202598, 3.754548, 3.103198], [-0.435280, 4.612254, 4.785335], [-0.760764, 6.030716, 3.768646], [-1.735912, 4.538834, 3.579403], [0.001474, 5.856502, 1.201969], [-0.972104, 4.365492, 1.013492], [0.774800, 4.336807, 0.709996], [5.541858, 1.727779, -1.009015], [6.214243, 0.848417, -2.029672], [7.139595, 1.512663, -3.014715], [6.017735, -0.351107, -2.057454], [4.905859, 1.115830, -0.366730], [6.294024, 2.220573, -0.389601], [4.919874, 2.471671, -1.511149], [7.962577, 1.995868, -2.484141], [6.588358, 2.246934, -3.605762], [7.551861, 0.759203, -3.688480], [-6.413122, 4.515922, 5.266646], [-5.436952, 5.231846, 4.371689], [-4.324442, 6.000413, 5.033756], [-5.543892, 5.190376, 3.159484], [-7.158728, 4.005606, 4.653983], [-5.887828, 3.773037, 5.870295], [-6.922319, 5.235049, 5.911531], [-3.706579, 5.322856, 5.626911], [-4.741635, 6.785359, 5.668150], [-3.698477, 6.465005, 4.268562], [0.985125, -8.329038, -4.659166], [0.487822, -7.934201, -3.294010], [-0.750783, -8.620202, -2.781763], [1.063807, -7.094228, -2.631209], [1.882542, -7.754818, -4.897010], [1.235844, -9.391809, -4.670445], [0.221852, -8.113050, -5.409650], [-0.577147, -9.695900, -2.709595], [-1.591148, -8.417070, -3.448896], [-0.991829, -8.236857, -1.788337], [-2.236606, 10.238348, 1.553159], [-2.844731, 9.006249, 2.168757], [-4.225120, 8.613142, 1.713941], [-2.244204, 8.353931, 3.001569], [-1.242631, 10.400213, 1.974306], [-2.142334, 10.106372, 0.473343], [-2.856931, 11.109337, 1.774519], [-4.218789, 8.409005, 0.641262], [-4.933551, 9.412014, 1.943569], [-4.535721, 7.708051, 2.240565], [6.776429, -3.743818, -4.211819], [5.858139, -4.818570, -3.693401], [6.433816, -6.199415, -3.521628], [4.697327, -4.580814, -3.423812], [6.227500, -2.803033, -4.284293], [7.614571, -3.608002, -3.525178], [7.141606, -4.014147, -5.205012], [7.256717, -6.172527, -2.804390], [6.783692, -6.578732, -4.484070], [5.659958, -6.869166, -3.141614]], "atomic_forces_ev_per_a": [[-0.66, 0.85, 0.35], [1.53, -1.12, 2.92], [-1.47, 1.18, -3.21], [1.26, 1.60, -1.41], [-0.23, -1.55, 0.23], [-0.84, 0.86, 0.82], [0.89, -0.70, -0.32], [-1.00, 0.06, 0.96], [0.18, 0.03, -1.35], [1.40, -0.95, 0.60], [-1.90, 3.07, -1.61], [3.25, 0.26, 1.13], [-4.88, -1.63, 1.42], [0.98, -2.75, -3.14], [-0.78, -1.21, -1.02], [-1.18, 0.03, 0.84], [1.15, -1.31, 0.33], [1.39, 0.99, 0.43], [-0.51, 1.05, -1.15], [-0.72, 0.04, 1.35], [-0.07, -1.57, -0.66], [-0.28, -0.41, 1.14], [0.46, -1.32, -0.63], [-0.05, 1.20, -1.16], [0.47, -1.06, 0.84], [-0.53, 1.14, 0.78], [0.98, 0.46, 0.81], [-0.51, 0.99, -0.83], [0.22, 0.33, -0.02], [-0.31, -0.02, 0.23], [-0.48, 0.06, -0.30], [-0.81, -0.63, -1.00], [1.35, 0.27, 0.21], [1.86, 0.52, 1.88], [-1.30, 0.46, -0.72], [1.05, 0.55, 1.47], [0.43, 0.11, -0.08], [0.45, 0.10, -0.13], [0.15, 0.36, -0.21], [-0.47, -0.07, 0.11], [-0.15, 0.02, -0.05], [-0.24, -0.05, -0.09], [-0.06, 0.02, 0.21], [-0.15, -0.22, -0.02], [-0.09, 0.00, 0.20], [0.01, -0.13, 0.02], [0.16, -0.11, 0.36], [0.59, -0.33, 0.04], [0.32, -0.22, 0.03], [-0.37, 0.23, -0.06], [0.00, 0.00, -0.12], [-0.24, -0.03, -0.12], [-0.05, 0.21, -0.09], [-0.26, -0.03, -0.02], [0.00, 0.27, -0.06], [-0.07, 0.03, 0.10], [-0.19, -0.30, 0.16], [-0.11, -0.61, 0.00], [0.11, -0.31, -0.20], [0.18, 0.57, -0.12], [0.08, 0.07, -0.08], [-0.07, 0.17, -0.11], [0.16, 0.13, 0.07], [-0.11, 0.18, -0.06], [0.11, 0.14, 0.12], [-0.06, 0.07, 0.09], [-0.24, -0.17, -0.33], [0.01, 0.02, -0.47], [0.14, 0.11, -0.44], [0.04, 0.03, 0.42], [0.10, 0.06, 0.06], [-0.03, 0.15, 0.15], [0.14, -0.09, 0.15], [-0.10, 0.10, 0.17], [0.07, -0.14, 0.17], [-0.04, -0.02, 0.11], [0.32, 0.24, -0.02], [0.27, 0.41, 0.35], [-0.02, 0.18, 0.35], [-0.20, -0.40, -0.30], [-0.11, -0.05, 0.06], [-0.19, -0.01, -0.12], [-0.02, -0.22, 0.00], [-0.13, 0.00, -0.18], [0.03, -0.20, -0.05], [0.05, -0.01, -0.12], [0.35, -0.02, 0.20], [0.28, -0.35, 0.40], [-0.02, -0.32, 0.26], [-0.22, 0.22, -0.29], [-0.12, -0.04, -0.04], [-0.17, 0.13, 0.00], [-0.05, -0.02, -0.21], [-0.10, 0.18, 0.00], [0.01, 0.04, -0.22], [0.04, 0.07, -0.08], [-0.26, 0.30, -0.02], [-0.57, 0.17, 0.13], [-0.32, -0.19, 0.14], [0.45, -0.08, -0.15], [0.06, -0.11, 0.06], [0.10, -0.08, -0.15], [0.19, -0.05, 0.11], [0.11, -0.03, -0.17], [0.20, 0.04, 0.09], [0.07, 0.10, -0.04]], "mulliken_charge": [-0.53, 0.35, -0.63, 0.26, -0.59, -0.73, 0.05, -0.05, -1.01, 0.35, -0.83, -0.06, -0.39, -0.39, 0.33, 0.16, 0.20, 0.15, 0.29, 0.12, 0.47, 0.22, -0.45, 0.29, 0.27, -0.01, 0.42, 0.37, -0.02, -0.08, -0.01, 0.33, 0.39, 0.31, 0.27, 0.25, -0.76, 0.97, -1.10, -0.63, 0.15, 0.12, 0.44, 0.19, 0.38, 0.28, -0.68, 0.73, -0.61, -0.60, 0.34, 0.25, 0.08, 0.30, -0.09, 0.27, -1.01, 0.83, -1.16, -0.45, 0.18, 0.33, 0.34, 0.32, 0.34, 0.28, -1.26, 0.83, -0.81, -0.47, 0.32, 0.34, 0.34, 0.34, 0.40, -0.02, -1.18, 0.81, -1.03, -0.46, 0.26, 0.35, 0.34, 0.36, 0.33, 0.19, -1.26, 0.83, -0.58, -0.52, 0.32, 0.33, 0.34, 0.27, 0.40, -0.13, -1.15, 0.88, -1.17, -0.55, 0.23, 0.33, 0.42, 0.32, 0.36, 0.29], "spin_multiplicity": 1, "homo_energy_ev": -7.9, "total_energy_ha": -2292.5694, "orbital_gap_ev": 8.63}